a.
# C3H12OSSi2

An isolated molecule of C3H12OSSi2 (the ωB97M-V functional and the def2-TZVPD basis, the Open Molecules 2025 dataset).

Each line ends with the natural charge from an NBO analysis.
Element x y z (Å)
C (0.68930, -0.00546, -1.93600)  -1.1100
Si (0.56747, 0.12920, -0.04247)  1.8789
C (1.74769, -1.25625, 0.62973)  -1.1442
C (1.06035, 1.87202, 0.57641)  -1.1309
O (-1.01582, -0.23973, 0.29610)  -1.2811
Si (-2.45697, -0.32496, 1.02362)  1.3383
S (-4.12578, -0.18729, -0.34880)  -0.4457
H (-0.00247, 0.50004, -2.52569)  0.2371
H (1.61341, 0.60382, -2.07365)  0.2273
H (0.71928, -1.03414, -2.18017)  0.2322
H (1.41231, -1.86858, 1.51512)  0.2492
H (1.95806, -1.93832, -0.21582)  0.2399
H (2.83330, -0.99982, 0.85037)  0.2440
H (1.57868, 2.53950, -0.09055)  0.2466
H (0.17624, 2.34863, 0.98822)  0.2445
H (1.86243, 1.58105, 1.28883)  0.2400
H (-2.42971, -1.80355, 1.56318)  -0.2009
H (-2.71737, 0.73326, 2.00147)  -0.2013
H (-3.47040, -0.64944, -1.31989)  0.1362

Results
* LUMO: 0.700 eV
* frontier orbital gap: 10.227 eV
* molecular weight: 152.4 g/mol
* SMILES: C[Si](C)(C)O[SiH2]S



b.
# C3H12OSSi2

A cluster of 2 separate species, C3H12OSSi2 in total (the ωB97M-V functional and the def2-TZVPD basis, the Open Molecules 2025 dataset).

Each line ends with the natural charge from an NBO analysis.
Element x y z (Å)
C (1.01341, 1.34541, -1.16422)  -1.1625
Si (0.23191, -0.02466, -0.13316)  1.8556
C (1.39796, -1.43996, 0.38339)  -1.1014
C (-0.07730, 0.64703, 1.68836)  -1.0882
O (-1.19274, -0.67242, -0.56649)  -1.1530
H (0.29879, 2.22651, -1.45176)  0.2556
H (1.71397, 1.86692, -0.50397)  0.2454
H (1.55655, 1.06302, -2.10821)  0.2488
H (1.96925, -0.97334, 1.17803)  0.2283
H (0.84116, -2.24902, 0.77993)  0.2394
H (2.09278, -1.73875, -0.36195)  0.2287
H (-0.29696, -0.17233, 2.37566)  0.2251
H (0.83132, 1.09470, 1.83806)  0.2138
H (-0.75907, 1.41874, 1.82341)  0.2204
H (-1.83294, -0.49715, -1.35788)  0.5459
Si (-3.84309, -0.13206, 0.67888)  1.0765
S (-3.79189, 1.00599, -0.99229)  -0.6776
H (-3.93250, 0.20506, 2.06353)  -0.2014
H (-3.98287, -1.57638, 0.74046)  -0.1996

Results
* LUMO: -0.715 eV
* frontier orbital gap: 8.592 eV
* molecular weight: 152.4 g/mol
* SMILES: C[Si](C)(C)O.[SiH2]=S



Stability order, top to bottom: a, b



a.
# H2P2S4

An isolated molecule of H2P2S4 (the ωB97M-V functional and the def2-TZVPD basis, the Open Molecules 2025 dataset).

Each line ends with the natural charge from an NBO analysis.
Element x y z (Å)
P (-0.51403, -0.18184, -0.54192)  0.6551
P (2.25374, -0.01286, 0.41397)  0.7118
S (2.52333, -1.58933, -0.70551)  -0.4767
S (-0.01527, -0.24960, 1.37224)  -0.3247
S (2.04998, 1.81002, -0.42971)  -0.5244
S (-2.53727, 0.03335, -0.42440)  -0.1559
H (2.91029, 0.09444, 1.63488)  -0.0132
H (-2.34660, -0.53829, -1.55072)  0.1281

Results
* LUMO: -2.187 eV
* frontier orbital gap: 6.430 eV
* molecular weight: 192.2 g/mol



b.
# H2P2S4

An isolated molecule of H2P2S4 (the ωB97M-V functional and the def2-TZVPD basis, the Open Molecules 2025 dataset).

Each line ends with the natural charge from an NBO analysis.
Element x y z (Å)
S (0.99290, -2.28118, -0.11413)  -0.3980
P (0.61444, -0.47826, -0.67212)  0.4486
S (-0.54919, -0.40433, -2.47019)  -0.3050
P (-0.79776, 0.71394, 0.83059)  0.5046
S (-1.47378, 2.38309, 0.30214)  -0.3330
S (0.31165, 0.77475, 2.68000)  -0.2589
H (0.51276, -0.06783, -3.24913)  0.1631
H (0.38900, -0.64017, 2.69282)  0.1786

Results
* LUMO (spin up / spin down): -2.457 / -2.506 eV
* frontier orbital gap (spin up / spin down): 6.019 / 5.882 eV
* molecular weight: 192.2 g/mol
* SMILES: S=P(S)=P(=S)S



Stability order, top to bottom: b, a



a.
# C2H6N4O2

An isolated molecule of C2H6N4O2 (the ωB97M-V functional and the def2-TZVPD basis, the Open Molecules 2025 dataset).

Each line ends with the natural charge from an NBO analysis.
Element x y z (Å)
C (2.07378, -0.22450, -2.39755)  -0.1324
N (1.14610, -0.68493, -1.54638)  -0.3046
N (0.83251, 0.21192, -0.53146)  -0.3778
C (-0.06474, 0.13927, 0.25914)  0.5296
N (-0.21184, 1.00618, 1.40920)  -0.3457
O (-1.38765, 1.81641, 1.06941)  -0.5678
N (-0.73504, -1.12438, 0.59645)  -0.3668
O (-2.10097, -1.08213, 1.33383)  -0.5954
H (2.11674, -0.86235, -3.38127)  0.2449
H (2.58319, 0.68050, -1.63565)  0.2239
H (0.53284, 1.80319, 1.31950)  0.3705
H (-1.97411, 1.40139, 1.55642)  0.4609
H (-1.10010, -1.65778, -0.20981)  0.3819
H (-1.71071, -1.42279, 2.15817)  0.4788

Results
* LUMO: 0.205 eV
* frontier orbital gap: 9.428 eV
* molecular weight: 118.1 g/mol
* SMILES: C=NN=C(NO)NO



b.
# C2H6N4O2

An isolated molecule of C2H6N4O2 (the ωB97M-V functional and the def2-TZVPD basis, the Open Molecules 2025 dataset).

Each line ends with the natural charge from an NBO analysis.
Element x y z (Å)
H (-0.42686, -1.04555, 3.14100)  0.3819
N (0.27287, -0.97363, 2.26795)  -0.8122
C (-0.06286, -0.52033, 1.09322)  0.5651
N (0.35886, -1.28875, 0.08933)  -0.3065
O (1.36428, -2.23818, 0.33210)  -0.5363
N (-1.22372, 0.37596, 0.51541)  -0.6733
C (-0.90251, 1.21020, -0.58890)  0.2570
N (-0.15578, 0.99120, -1.58125)  -0.2520
O (0.15156, 2.37056, -2.08789)  -0.5604
H (0.62578, -0.66086, -0.60315)  0.3818
H (1.15579, -2.62927, 1.18820)  0.4932
H (-1.82867, 0.84339, 1.37436)  0.4264
H (-1.24121, 2.45225, -0.34282)  0.1769
H (0.61509, 2.10839, -2.77730)  0.4585

Results
* LUMO: 0.511 eV
* frontier orbital gap: 9.758 eV
* molecular weight: 118.1 g/mol
* SMILES: [H]/N=C(/NO)N/C=N/O



Stability order, top to bottom: b, a



a.
# C2H9N5

The ion C2H9N5 with charge +2 (the ωB97M-V functional and the def2-TZVPD basis, the Open Molecules 2025 dataset).

Each line ends with the natural charge from an NBO analysis.
Element x y z (Å)
C (0.24379, 1.14105, -0.42647)  0.6217
C (-1.46978, -1.78809, -0.30810)  -0.4960
N (0.43350, 2.18326, 0.18975)  -0.1172
N (0.07788, -0.30382, 0.55020)  -0.3062
N (0.16730, 0.86023, -1.64246)  -0.6881
N (0.21281, 2.69296, 1.35067)  -0.3394
N (-0.17826, -1.46997, 0.04788)  -0.1662
H (-1.66064, -2.90698, -0.17035)  0.3024
H (-2.23923, -1.19254, 0.25698)  0.2765
H (-1.67059, -1.41432, -1.30473)  0.2542
H (0.91457, -0.23560, 1.13345)  0.4271
H (-0.21012, 1.41260, -2.39261)  0.4780
H (0.12395, -0.15112, -1.73818)  0.4177
H (0.83971, 3.45947, 1.67352)  0.4504
H (-0.71947, 2.91194, 1.63007)  0.4259
H (0.43130, -2.30753, 0.04115)  0.4593

Results
* net charge: +2
* LUMO (spin up / spin down): -11.524 / -11.369 eV
* frontier orbital gap (spin up / spin down): 7.950 / 8.002 eV
* molecular weight: 103.1 g/mol



b.
# C2H9N5

A cluster of 2 separate species, C2H9N5 in total (the ωB97M-V functional and the def2-TZVPD basis, the Open Molecules 2025 dataset).

Each line ends with the natural charge from an NBO analysis.
Element x y z (Å)
C (1.58520, -0.52643, -0.00371)  0.6013
C (-2.95484, 0.05068, -0.14017)  -0.4805
N (-0.76047, 0.30108, -0.14898)  -0.0040
N (2.17667, 0.59463, 0.17001)  -0.2928
N (1.84781, -1.79204, -0.16669)  -0.6984
N (1.67953, 1.80094, -0.14008)  -0.5664
N (-1.65692, -0.41204, 0.21966)  -0.1395
H (-2.98057, 0.96330, -0.77474)  0.2840
H (-3.64371, -0.67946, -0.45042)  0.2822
H (-3.40974, 0.26295, 0.74815)  0.2642
H (3.17966, 0.72223, 0.56347)  0.4951
H (2.52439, -1.97305, -0.93166)  0.4835
H (1.26143, -2.45511, 0.40327)  0.4789
H (1.88046, 2.52008, 0.57137)  0.4293
H (0.69808, 1.88782, -0.55132)  0.4440
H (-1.42698, -1.26558, 0.63186)  0.4193

Results
* net charge: +2
* LUMO (spin up / spin down): -10.591 / -10.165 eV
* frontier orbital gap (spin up / spin down): 7.128 / 8.507 eV
* molecular weight: 103.1 g/mol



Stability order, top to bottom: a, b